(1)
Below is C6H14NOP in the gas phase, with properties calculated with ωB97M-V with the def2-TZVPD basis set.

Last columns: bonded neighbours and bond lengths (Å).
Geometry (Å):
1 C -0.684 -1.993 1.793  P2 1.689, H10 1.085, H11 1.085
2 P -0.507 -0.768 0.644  C1 1.689, C3 2.029, O4 1.597, N8 1.723
3 C -2.208 0.331 0.512  P2 2.029, H12 1.083, H13 1.085, H14 1.082
4 O -0.422 -1.527 -0.758  P2 1.597, C5 1.418
5 C -0.123 -0.886 -1.987  O4 1.418, C6 1.521, H15 1.098, H16 1.095
6 C 1.160 -0.075 -1.903  C5 1.521, C7 1.524, H17 1.090, H18 1.091
7 C 1.031 0.997 -0.827  C6 1.524, N8 1.451, H19 1.096, H20 1.101
8 N 0.779 0.362 0.453  P2 1.723, C7 1.451, C9 1.443
9 C 1.095 1.173 1.604  N8 1.443, H21 1.090, H22 1.094, H23 1.097
10 H 0.202 -2.616 1.854  C1 1.085
11 H -0.969 -1.588 2.758  C1 1.085
12 H -2.113 1.218 1.126  C3 1.083
13 H -2.371 0.588 -0.529  C3 1.085
14 H -2.993 -0.317 0.879  C3 1.082
15 H -0.957 -0.237 -2.285  C5 1.098
16 H -0.031 -1.690 -2.724  C5 1.095
17 H 1.370 0.383 -2.870  C6 1.090
18 H 1.981 -0.743 -1.636  C6 1.091
19 H 1.972 1.553 -0.749  C7 1.096
20 H 0.238 1.713 -1.094  C7 1.101
21 H 0.810 0.618 2.499  C9 1.090
22 H 2.171 1.368 1.636  C9 1.094
23 H 0.568 2.135 1.605  C9 1.097

HOMO ... -0.284 Eh
Frontier orbital gap ... 8.6 eV

(2)
Below is a gas-phase ion, C6H14NS (charge -1), with properties calculated with ωB97M-V with the def2-TZVPD basis set.

Last columns: bonded neighbours and bond lengths (Å).
Geometry (Å):
1 C 0.987 -1.783 -0.905  C2 1.519, H9 1.174, H10 1.049, H11 1.023
2 C -0.529 -1.804 -1.001  C1 1.519, C3 1.579, H12 1.088, H13 1.151
3 C -0.987 -1.270 0.412  C2 1.579, C4 1.543, H14 1.088, H15 1.102
4 C -1.229 0.250 0.309  C3 1.543, N5 1.538, H16 1.162, H17 1.054
5 N -0.827 1.221 1.432  C4 1.538, C6 1.549, H18 0.979
6 C 0.025 2.249 0.646  N5 1.549, C7 1.444, H19 1.065, H20 1.067
7 C 1.147 1.649 -0.036  C6 1.444, S8 1.913, H21 1.037, H22 1.144
8 S 2.773 1.756 0.966  C7 1.913
9 H 1.352 -0.709 -0.599  C1 1.174
10 H 1.267 -1.945 -1.903  C1 1.049
11 H 1.339 -2.398 -0.168  C1 1.023
12 H -0.743 -2.869 -0.925  C2 1.088
13 H -1.019 -1.429 -1.973  C2 1.151
14 H -0.347 -1.548 1.247  C3 1.088
15 H -1.986 -1.655 0.673  C3 1.102
16 H -2.376 0.434 0.265  C4 1.162
17 H -0.745 0.572 -0.570  C4 1.054
18 H -0.269 0.630 1.978  N5 0.979
19 H -0.561 2.899 0.037  C6 1.065
20 H 0.267 2.973 1.393  C6 1.067
21 H 1.060 0.636 -0.241  C7 1.037
22 H 1.401 2.141 -1.037  C7 1.144

HOMO ... -0.088 Eh
Frontier orbital gap ... 6.0 eV
Charge ... -1

(3)
Below is a gas-phase ion, C6H14NS (charge -1), with properties calculated with ωB97M-V with the def2-TZVPD basis set.

Last columns: bonded neighbours and bond lengths (Å).
Geometry (Å):
1 C 3.983 0.520 0.625  C2 1.551, H9 1.090, H10 1.100, H11 1.092
2 C 2.519 0.832 0.218  C1 1.551, C3 1.539, H12 1.101, H13 1.089
3 C 1.696 -0.468 0.219  C2 1.539, N4 1.444, H14 1.106, H15 1.085
4 N 0.367 -0.263 -0.307  C3 1.444, C5 1.445, H16 1.019
5 C -0.469 -1.439 -0.364  N4 1.445, C6 1.535, H17 1.107, H18 1.098
6 C -1.752 -1.198 -1.172  C5 1.535, C7 1.556, H19 1.100, H20 1.094
7 C -2.402 0.188 -0.896  C6 1.556, S8 1.831, H21 1.079, H22 1.090
8 S -2.401 0.805 0.828  C7 1.831
9 H 4.240 -0.528 0.473  C1 1.090
10 H 4.115 0.797 1.681  C1 1.100
11 H 4.734 1.126 0.113  C1 1.092
12 H 2.102 1.417 1.053  C2 1.101
13 H 2.363 1.328 -0.739  C2 1.089
14 H 2.200 -1.237 -0.396  C3 1.106
15 H 1.656 -0.836 1.239  C3 1.085
16 H -0.152 0.475 0.167  N4 1.019
17 H -0.765 -1.799 0.640  C5 1.107
18 H 0.105 -2.272 -0.790  C5 1.098
19 H -1.593 -1.262 -2.258  C6 1.100
20 H -2.474 -1.926 -0.789  C6 1.094
21 H -3.430 0.094 -1.208  C7 1.079
22 H -1.885 0.929 -1.506  C7 1.090

HOMO ... -0.090 Eh
Frontier orbital gap ... 6.0 eV
Charge ... -1

(4)
Below is 2 unconnected molecules or ions with the total composition C6H14NS, with properties calculated with ωB97M-V with the def2-TZVPD basis set.

Last columns: bonded neighbours and bond lengths (Å).
Geometry (Å):
1 C -2.378 -0.329 1.280  C2 1.358, H5 1.091, H6 1.092
2 C -2.013 -1.198 0.301  C1 1.358, C3 1.476, H7 1.104
3 C -1.708 -0.897 -1.111  C2 1.476, C4 1.355, H8 1.097
4 C -0.992 -1.807 -1.816  C3 1.355, H9 1.074, H10 1.097
5 H -2.604 0.730 1.140  C1 1.091
6 H -2.621 -0.743 2.260  C1 1.092
7 H -1.768 -2.227 0.619  C2 1.104
8 H -1.980 0.082 -1.526  C3 1.097
9 H -0.819 -1.662 -2.866  C4 1.074
10 H -0.696 -2.766 -1.372  C4 1.097
11 C 1.008 0.854 -0.151  C12 1.486, N14 1.504, H15 1.109, H16 1.092
12 C 2.272 1.495 0.298  C11 1.486, S13 1.836, H17 1.121, H18 1.159
13 S 2.327 3.274 -0.152  C12 1.836, H19 1.376
14 N 0.999 -0.547 0.397  C11 1.504, H20 1.010, H21 1.006, H22 1.004
15 H 0.988 0.724 -1.252  C11 1.109
16 H 0.183 1.422 0.284  C11 1.092
17 H 3.230 1.027 -0.050  C12 1.121
18 H 2.305 1.486 1.456  C12 1.159
19 H 1.334 3.620 0.735  S13 1.376
20 H 0.415 -1.060 -0.248  N14 1.010
21 H 0.602 -0.527 1.321  N14 1.006
22 H 1.917 -0.951 0.453  N14 1.004

HOMO (alpha / beta) ... -0.585 / -0.582 Eh
Spin multiplicity ... 2
Frontier orbital gap (alpha / beta) ... 7.7 / 2.7 eV
Charge ... +2

(5)
Below is 2 unconnected molecules or ions with the total composition C6H14O, with properties calculated with ωB97M-V with the def2-TZVPD basis set.

Last columns: bonded neighbours and bond lengths (Å).
Geometry (Å):
1 C -1.312 -1.398 -1.041  C2 1.505, H7 1.095, H8 1.093, H9 1.098
2 C -0.636 -1.411 0.303  C1 1.505, C3 1.334, H10 1.090
3 C 0.608 -1.026 0.593  C2 1.334, C4 1.502, H11 1.091
4 C 1.631 -0.469 -0.355  C3 1.502, C5 1.529, O6 1.422, H12 1.101
5 C 1.919 0.999 -0.045  C4 1.529, H13 1.095, H14 1.095, H15 1.098
6 O 2.803 -1.256 -0.182  C4 1.422, H16 0.965
7 H -2.024 -2.226 -1.125  C1 1.095
8 H -0.604 -1.483 -1.869  C1 1.093
9 H -1.884 -0.472 -1.182  C1 1.098
10 H -1.255 -1.755 1.131  C2 1.090
11 H 0.955 -1.094 1.625  C3 1.091
12 H 1.271 -0.550 -1.392  C4 1.101
13 H 2.296 1.090 0.979  C5 1.095
14 H 1.014 1.609 -0.140  C5 1.095
15 H 2.675 1.405 -0.731  C5 1.098
16 H 3.489 -0.878 -0.747  O6 0.965
17 C -2.189 1.782 0.835  H18 1.094, H19 1.094, H20 1.093, H21 1.094
18 H -3.164 1.293 0.762  C17 1.094
19 H -2.008 2.365 -0.072  C17 1.094
20 H -2.183 2.447 1.702  C17 1.093
21 H -1.403 1.030 0.951  C17 1.094

HOMO ... -0.346 Eh
Frontier orbital gap ... 10.4 eV

(6)
Below is 2 unconnected molecules or ions with the total composition C6H14O, with properties calculated with ωB97M-V with the def2-TZVPD basis set.

Last columns: bonded neighbours and bond lengths (Å).
Geometry (Å):
1 C 2.069 -1.072 1.385  C2 1.494, H7 1.091, H8 1.084, H9 1.088
2 C 1.752 -0.426 0.076  C1 1.494, C3 1.342, H10 1.095
3 C 0.687 0.336 -0.219  C2 1.342, C4 1.513, C5 1.499
4 C 0.053 0.278 -1.592  C3 1.513, H11 1.091, H12 1.084, H13 1.084
5 C -0.005 1.193 0.797  C3 1.499, C6 1.535, H14 1.093, H15 1.084
6 C 0.496 2.639 0.684  C5 1.535, H16 1.092, H17 1.094, H18 1.089
7 H 3.138 -1.213 1.552  C1 1.091
8 H 1.646 -2.068 1.453  C1 1.084
9 H 1.780 -0.477 2.248  C1 1.088
10 H 2.093 -0.976 -0.807  C2 1.095
11 H -0.748 -0.461 -1.539  C4 1.091
12 H -0.432 1.218 -1.828  C4 1.084
13 H 0.803 -0.048 -2.304  C4 1.084
14 H -1.093 1.222 0.698  C5 1.093
15 H 0.171 0.853 1.811  C5 1.084
16 H -0.200 3.321 1.177  C6 1.092
17 H 1.441 2.745 1.224  C6 1.094
18 H 0.716 2.996 -0.321  C6 1.089
19 O -4.722 -3.737 -1.531  H20 0.963, H21 0.961
20 H -4.071 -3.034 -1.440  O19 0.963
21 H -5.574 -3.292 -1.525  O19 0.961

HOMO ... -0.321 Eh
Frontier orbital gap ... 9.4 eV

(7)
Below is 2 unconnected molecules or ions with the total composition C6H14O, with properties calculated with ωB97M-V with the def2-TZVPD basis set.

Last columns: bonded neighbours and bond lengths (Å).
Geometry (Å):
1 C -0.092 -1.866 0.623  C2 1.363, H7 1.091, H8 1.052
2 C 0.526 -0.993 -0.221  C1 1.363, C3 1.577, C4 1.505
3 C 1.193 -1.492 -1.560  C2 1.577, H9 1.100, H10 1.052, H11 1.010
4 C 0.625 0.443 0.218  C2 1.505, C5 1.527, H12 1.125, H13 1.053
5 C -0.024 1.371 -0.806  C4 1.527, C6 1.562, H14 1.106, H15 1.136
6 C 0.160 2.821 -0.257  C5 1.562, H16 1.170, H17 1.040, H18 1.065
7 H -0.343 -2.816 0.150  C1 1.091
8 H -0.405 -1.643 1.602  C1 1.052
9 H 0.924 -2.545 -1.734  C3 1.100
10 H 1.042 -0.824 -2.358  C3 1.052
11 H 2.191 -1.545 -1.707  C3 1.010
12 H 1.687 0.802 0.305  C4 1.125
13 H 0.248 0.722 1.161  C4 1.053
14 H -1.085 1.058 -0.808  C5 1.106
15 H 0.373 1.414 -1.870  C5 1.136
16 H 0.688 3.469 -1.075  C6 1.170
17 H 0.751 2.922 0.593  C6 1.040
18 H -0.730 3.327 0.040  C6 1.065
19 O -2.906 -1.727 2.853  H20 1.023, H21 1.020
20 H -2.583 -0.775 2.661  O19 1.023
21 H -2.240 -2.123 2.190  O19 1.020

HOMO ... -0.347 Eh
Frontier orbital gap ... 10.2 eV

(8)
Below is 2 unconnected molecules or ions with the total composition C6H14O, with properties calculated with ωB97M-V with the def2-TZVPD basis set.

Last columns: bonded neighbours and bond lengths (Å).
Geometry (Å):
1 C 2.333 -1.209 -0.558  C2 1.525, H8 1.095, H9 1.096, H10 1.096
2 C 1.045 -0.394 -0.518  C1 1.525, C3 1.498, C4 1.520, H11 1.100
3 C 1.220 1.027 -0.078  C2 1.498, H12 1.103, H13 1.099
4 C -0.030 -0.933 0.412  C2 1.520, C5 1.485, H15 1.099, H16 1.105
5 C -1.290 -0.275 -0.021  C4 1.485, C6 1.497, H17 1.096
6 C -2.483 -0.183 0.879  C5 1.497, H18 1.095, H19 1.106, H20 1.096
7 O -0.946 2.729 -0.714  H14 0.988, H21 0.965
8 H 3.102 -0.673 -1.124  C1 1.095
9 H 2.158 -2.177 -1.042  C1 1.096
10 H 2.710 -1.383 0.457  C1 1.096
11 H 0.626 -0.364 -1.535  C2 1.100
12 H 1.805 1.687 -0.741  C3 1.103
13 H 1.545 1.158 0.963  C3 1.099
14 H -0.262 2.177 -0.262  O7 0.988
15 H 0.189 -0.630 1.446  C4 1.099
16 H -0.119 -2.034 0.413  C4 1.105
17 H -1.524 -0.403 -1.084  C5 1.096
18 H -2.274 0.478 1.726  C6 1.095
19 H -2.711 -1.175 1.311  C6 1.106
20 H -3.390 0.161 0.369  C6 1.096
21 H -1.779 2.367 -0.387  O7 0.965

HOMO (alpha / beta) ... -0.328 / -0.292 Eh
Frontier orbital gap (alpha / beta) ... 9.5 / 7.6 eV

no.,energy (eV)
1,-19274.498
2,-18772.632
3,-18774.960
4,-18753.121
5,-8495.795
6,-8495.647
7,-8494.414
8,-8492.826